Entry from the OMol25 dataset: C22H50P2PdSi2 as an isolated structure (wB97M-V/def2-TZVPD).

Element x y z (Å)
1 P 3.644 -2.855 -1.113
2 P 0.689 -3.896 -1.512
3 C 3.390 -4.683 -1.336
4 C 2.099 -4.972 -2.112
5 H 3.363 -5.122 -0.324
6 H 4.278 -5.073 -1.858
7 H 2.222 -4.764 -3.190
8 H 1.791 -6.023 -1.997
9 C 0.281 -4.882 -0.005
10 H -0.691 -4.541 0.374
11 H 1.034 -4.722 0.779
12 H 0.224 -5.952 -0.244
13 C -0.560 -4.557 -2.686
14 H -0.658 -5.648 -2.582
15 H -0.250 -4.310 -3.713
16 H -1.521 -4.071 -2.473
17 C 5.209 -2.924 -0.174
18 H 5.549 -1.894 -0.003
19 H 5.969 -3.490 -0.734
20 H 5.016 -3.412 0.793
21 C 4.235 -2.452 -2.807
22 H 3.410 -2.488 -3.531
23 H 5.018 -3.155 -3.115
24 H 4.643 -1.434 -2.800
25 Pd -0.118 1.553 0.472
26 C -0.739 -0.252 -0.860
27 C -0.560 -0.604 0.487
28 C 0.602 -1.388 1.041
29 C 1.713 -0.492 1.640
30 C 1.985 0.741 0.816
31 C 1.997 0.807 -0.571
32 C 1.717 -0.317 -1.499
33 C 0.246 -0.380 -1.977
34 C 0.821 3.358 0.022
35 H -1.764 -0.060 -1.184
36 H -1.469 -0.664 1.100
37 H 1.000 -2.072 0.268
38 H 0.228 -2.050 1.842
39 H 1.372 -0.151 2.630
40 H 2.620 -1.087 1.823
41 H 2.439 1.586 1.345
42 H 2.392 1.707 -1.043
43 H 1.982 -1.266 -0.998
44 H 2.373 -0.265 -2.382
45 H 0.102 0.457 -2.685
46 H 0.081 -1.310 -2.553
47 H 0.186 4.226 0.241
48 H 1.015 3.236 -1.066
49 H 1.776 3.401 0.566
50 C -2.968 2.504 -1.301
51 Si -3.405 2.024 0.469
52 C -4.940 3.021 0.973
53 C -3.985 0.238 0.551
54 C -1.861 2.242 1.539
55 Si -1.859 3.965 2.327
56 C -3.204 4.122 3.654
57 C -0.201 4.268 3.134
58 C -2.224 5.332 1.067
59 H -3.800 2.193 -1.953
60 H -2.049 2.006 -1.646
61 H -2.829 3.589 -1.403
62 H -5.740 2.720 0.280
63 H -5.286 2.775 1.985
64 H -4.849 4.111 0.899
65 H -3.323 -0.451 0.015
66 H -4.069 -0.106 1.591
67 H -4.983 0.177 0.092
68 H -1.843 1.453 2.331
69 H -3.140 3.310 4.394
70 H -3.073 5.071 4.197
71 H -4.226 4.121 3.256
72 H 0.510 4.758 2.458
73 H -0.363 4.924 4.003
74 H 0.238 3.327 3.489
75 H -1.468 5.413 0.276
76 H -3.203 5.223 0.583
77 H -2.235 6.281 1.625

**Multiplicity**: 5
**Charge**: +2
**Total energy**: -2257.0806 Ha
**LUMO level (alpha / beta)**: -5.22 / -9.39 eV
**Highest occupied orbital energy (alpha / beta)**: -12.109 / -14.601 eV
**Kohn-Sham gap (alpha / beta)**: 6.88 / 5.21 eV
**Relative energy (zero: lowest compared OMol25 entry of this formula, charge and spin)**: 0.00 kcal per mole